Formula: C37H37N2O2S2Tl
Source: the Open Molecules 2025 dataset
Level of theory: ωB97M-V with the def2-TZVPD basis set

Properties
* total energy: -2660.37352 a.u.
* energy relative to the best compared isomer or geometry (same formula, charge and spin): 154.5 kJ/mol
* charge: +2
* LUMO: -5.7 eV
* multiplicity: 1

Cartesian coordinates (Å):
C 2.6861 0.3723 3.1031
H 4.5210 -0.5256 2.9004
C 0.9965 3.1423 0.4314
C 0.8494 4.4846 0.7233
H 5.3173 3.7392 1.8787
H -4.3218 0.1561 2.3685
H 4.3227 1.4743 -1.7827
C 1.4234 0.3764 2.6176
H 5.9572 4.7344 -0.2140
C 1.9496 5.4012 0.5610
C -0.8170 -4.7759 -3.2938
H 4.1670 0.7880 -0.1722
C 1.7453 -1.3206 1.0440
C -0.7546 -5.8223 -2.4270
H 1.7630 -3.2272 0.1842
H 6.6477 2.7528 1.1214
H 0.1758 -2.3967 0.0989
H -0.3524 -4.9022 -4.2848
Tl -1.0541 0.3030 1.0988
C 3.1075 -1.3097 1.4859
H 1.7681 0.2824 -1.6615
C -1.3029 -5.6987 -1.1405
H -4.5306 -3.6539 -2.5975
S -2.7164 -1.9762 -1.0474
H -1.4683 -2.6137 -3.4509
C -5.1354 2.0787 1.9423
C 5.5553 2.8171 1.2973
C 4.8591 2.8935 -0.0978
H 5.8004 1.0197 -0.8269
N -0.1973 2.4633 0.6165
H -1.1958 -6.5720 -0.4810
C -3.5953 3.7090 1.0263
H 3.0217 1.1214 3.7854
H 2.5378 -1.9519 -1.8589
C 3.3565 3.4468 0.0650
C -6.2621 -2.7447 0.6698
H 0.6998 1.0464 3.1361
C -6.3371 -3.6508 -1.5468
H -4.3573 -1.8451 1.2010
O -2.1710 -1.6476 0.4357
C 5.8117 3.8553 -0.7833
H -0.3403 -6.6815 -2.8432
C -4.0714 1.1159 1.9922
C -4.9542 -2.3197 0.4742
H -6.7970 -2.5558 1.5860
H 6.8485 3.4555 -0.8343
C 3.5256 -0.5062 2.5149
C -4.3764 -2.6005 -0.7393
H 1.8179 6.4652 0.6986
H -0.5508 0.5208 -1.9109
C -1.8415 -3.4252 -1.5298
H -8.0117 -3.6947 -0.1198
C -4.9076 3.3497 1.4072
N 0.9767 -0.4029 1.6301
C 1.2678 -2.2533 -0.0144
H 2.5667 1.6274 -0.1062
C -1.2037 3.2294 0.9494
C -1.8388 -4.4796 -0.6417
C -2.5553 2.8360 1.2277
S -0.7650 4.9113 1.0501
H 4.0577 5.4518 -0.1383
C 2.2663 2.6401 0.1513
H 1.0293 -2.6805 -2.0649
H -5.7557 4.0790 1.3323
C 1.0497 -0.5374 -1.9904
H -2.1730 -4.3627 0.3987
H 3.7799 -2.0240 0.9754
H 1.0058 -0.6447 -3.1005
O -0.1582 -0.1571 -1.3985
C 3.1673 4.8794 0.1379
H -6.8996 -4.2223 -2.3187
H 5.2077 1.9469 1.8437
C -2.7945 1.5244 1.5956
C 4.8234 1.4858 -0.7729
C -1.4615 -3.5531 -2.9007
H 5.5616 4.0455 -1.8087
C -5.0120 -3.3127 -1.7416
H -3.4611 4.6241 0.4961
H -6.0630 1.6854 2.2229
C 1.5358 -1.8734 -1.4767
C -6.9660 -3.4098 -0.3583

Forces on the atoms, in the same order (eV/Å):
-0.7 0.7 -0.2
0.7 -0.3 -0.2
-0.4 0.1 0.8
1.9 1.8 -0.8
0.3 -0.7 -0.3
0.1 -0.8 0.1
0.8 0.3 0.8
-1.4 1.4 1.3
-0.2 1.2 0.4
0.1 -1.0 -0.6
-0.7 2.6 -1.0
0.9 0.6 -0.3
2.5 0.9 0.7
-1.3 1.3 1.1
-0.4 0.5 -0.2
-0.7 -0.1 0.4
0.5 0.0 0.0
-0.5 0.3 0.5
-0.6 -0.6 0.0
-0.9 -1.6 -1.3
-0.3 -1.0 -0.9
0.4 -0.1 1.1
0.9 -0.2 -1.5
0.6 0.9 1.8
-0.1 -0.5 -0.5
2.7 -0.4 -0.8
-0.6 0.2 0.0
-0.6 -0.4 0.4
0.2 0.1 -0.1
-0.6 -0.8 -0.2
-0.3 0.5 -0.2
-2.0 -0.2 0.5
0.0 0.1 0.7
0.9 -0.1 0.5
1.7 1.9 -0.3
-0.5 -0.2 -0.6
0.4 -0.4 -0.8
-0.8 -1.4 -1.3
0.3 0.5 0.9
-0.5 -0.3 -1.9
0.7 -1.1 -1.3
0.7 -1.7 0.1
-0.1 2.1 -0.6
-0.9 -0.5 -0.4
0.2 0.0 0.3
-0.7 -0.3 0.1
1.4 -0.8 -0.4
0.9 -0.3 -0.5
-0.1 0.0 0.0
-0.7 1.2 -0.9
-0.8 -0.4 -1.7
0.9 0.1 -0.6
-0.3 0.1 0.3
-1.4 -0.3 -0.1
-0.2 -0.4 0.1
-1.2 -0.3 0.4
1.6 1.9 -0.7
1.1 -1.9 -0.4
-0.1 -0.7 -0.6
-0.5 -0.5 0.4
-0.7 0.4 0.5
1.0 -1.3 -0.5
0.1 0.6 0.5
1.0 -0.8 -0.1
2.1 0.8 0.3
0.1 -0.2 -0.6
-0.3 0.5 0.5
-0.1 0.6 0.8
-1.2 -1.1 1.1
-0.1 -1.1 0.6
0.7 0.6 0.5
0.0 -0.1 0.4
-0.7 -1.2 0.6
-1.5 -0.1 0.2
1.3 -0.5 1.7
-0.4 0.5 -0.6
-0.8 0.6 1.2
0.3 0.7 0.0
-1.5 0.1 0.5
-1.1 -1.1 -1.0
-0.4 0.9 2.0